Entry 1:
C13H14ClN5PdS | ωB97M-V with the def2-TZVPD basis set

Last column: natural (NBO) charge in e.
Positions of all 35 atoms, in Å:
H -2.739 2.950 -0.036  0.421
H 5.019 -2.179 2.452  0.266
N -1.847 2.578 0.256  -0.415
N -1.429 4.412 1.565  -0.717
H 0.537 -3.735 -2.395  0.263
H 1.436 -2.043 -0.807  0.226
N 1.960 -0.206 1.218  -0.453
C 3.166 0.026 0.683  0.033
C 0.455 -1.927 -1.248  0.098
H 5.244 -0.453 0.654  0.262
C 2.909 -1.842 2.656  -0.061
N -0.228 -0.847 -0.897  -0.462
C -3.451 1.030 -1.598  -0.695
C 1.826 -1.116 2.195  0.013
H -3.538 0.717 -2.636  0.273
C -1.032 3.237 1.114  0.328
H -1.759 -3.408 -3.317  0.261
H -0.847 4.912 2.221  0.448
H -3.627 2.103 -1.580  0.236
N -1.431 1.366 -0.231  -0.237
H -2.282 4.863 1.269  0.428
C 4.162 -1.620 2.100  -0.136
S 0.476 2.590 1.598  0.006
C -1.322 -2.683 -2.644  -0.109
H -3.022 -1.368 -2.697  0.250
Pd 0.248 0.625 0.486  0.753
C -1.460 -0.630 -1.428  0.126
C -2.120 0.648 -1.049  0.328
H -4.243 0.537 -1.029  0.282
Cl 2.678 -2.993 3.902  0.108
C 4.285 -0.667 1.103  -0.210
H 0.843 -1.256 2.624  0.236
C -0.056 -2.871 -2.132  -0.201
H 3.222 0.788 -0.082  0.232
C -2.035 -1.537 -2.293  -0.179

Calculated values
orbital gap: 8.051 eV
total charge: +2
total energy: -47982.9331 eV
ΔE to the lowest compared entry with this formula, charge and spin: 0.0 kcal per mole

Entry 2:
C6H32N2O9 | ωB97M-V with the def2-TZVPD basis set

Last column: natural (NBO) charge in e.
Positions of all 49 atoms, in Å:
H -0.391 -3.896 0.814  0.207
H -0.699 0.923 4.837  0.474
H 1.014 -3.657 -0.263  0.207
H 0.284 -1.443 -1.001  0.396
H 2.781 -1.748 3.621  0.188
H 2.380 0.705 1.928  0.170
H -2.274 -1.615 0.479  0.183
H 2.989 0.114 -1.901  0.487
H -1.020 3.025 -2.636  0.492
C 0.613 -3.451 0.729  -0.639
H -4.183 2.478 -0.234  0.511
H 2.694 1.444 0.298  0.491
O 0.441 -1.968 -2.792  -0.952
H 2.066 -0.830 -0.057  0.217
O -0.385 0.132 4.414  -0.941
H 1.157 -1.912 -3.437  0.500
H -2.197 0.110 -1.179  0.345
O 3.237 1.302 -0.497  -0.963
H 1.351 1.454 -1.438  0.474
O -3.000 4.117 0.123  -0.973
H -1.790 -0.972 -2.296  0.359
N -0.232 -1.257 -0.140  -0.689
C 0.499 -1.939 0.913  -0.040
H -1.148 1.313 1.302  0.483
C 1.934 -1.317 0.920  -0.451
H 0.091 -2.851 -2.932  0.471
H -4.188 1.380 -1.387  0.498
H -0.794 0.004 3.570  0.469
H 2.941 -0.030 4.000  0.192
O 0.520 1.863 -1.671  -0.986
H -2.331 1.906 0.288  0.516
H 2.688 -2.104 0.789  0.220
H -1.629 -2.708 -0.775  0.149
C 2.284 -0.371 2.011  -0.203
H 1.145 -4.012 1.491  0.219
H -1.858 2.184 -1.723  0.465
O -1.381 1.838 0.534  -1.021
N -2.273 -0.862 -1.410  -0.837
O 2.606 -0.238 -2.710  -0.962
C -1.607 -1.682 -0.382  -0.052
H -2.603 4.390 -0.720  0.497
O -3.889 1.597 -0.496  -0.983
H 3.783 2.099 -0.522  0.491
H 1.900 0.398 -2.771  0.465
H 0.099 -1.585 1.876  0.181
O -1.908 2.968 -2.257  -0.958
C 2.680 -0.736 3.231  -0.349
H -2.216 4.045 0.654  0.481
H -0.180 1.396 -1.196  0.498

Calculated values
orbital gap: 9.062 eV
total charge: 0
total energy: -28147.9580 eV
ΔE to the lowest compared entry with this formula, charge and spin: 48.7 kcal per mole

Entry 3:
CHClOS2 | ωB97M-V with the def2-TZVPD basis set

Last column: natural (NBO) charge in e.
Positions of all 6 atoms, in Å:
S 1.787 1.057 0.409  0.070
O -0.087 0.548 -1.363  -0.537
H -0.028 -0.774 2.063  0.151
S -0.525 -0.984 0.866  0.130
C 0.360 0.314 0.076  -0.043
Cl -1.506 -0.161 -2.052  0.229

Calculated values
orbital gap: 8.961 eV
total charge: 0
total energy: -37290.6929 eV
ΔE to the lowest compared entry with this formula, charge and spin: 64.2 kcal per mole

Entry 4:
C5H15NO2 | ωB97M-V with the def2-TZVPD basis set

Last column: natural (NBO) charge in e.
Positions of all 23 atoms, in Å:
H -1.832 1.834 3.628  0.220
H -1.567 0.349 -2.547  0.189
H -2.054 -0.843 1.638  0.468
H -0.014 1.721 3.531  0.203
H 1.023 0.419 1.931  0.215
H -1.612 -0.347 -0.421  0.371
C -1.051 0.848 1.895  0.097
H 0.241 -0.103 -2.667  0.196
O 4.321 -1.666 -4.967  -0.933
H 4.593 -2.205 -4.212  0.467
O -2.280 0.103 1.691  -0.740
N -0.714 -0.588 -0.815  -0.646
H 1.309 -0.368 -0.319  0.183
H -1.128 1.740 1.277  0.169
H -0.995 0.339 3.981  0.207
C -0.739 -0.297 -2.254  -0.427
H 3.560 -1.183 -4.630  0.466
C 0.144 0.022 1.413  -0.431
H 0.443 1.152 -0.377  0.157
H 0.065 -1.030 1.712  0.203
H -1.076 -1.223 -2.755  0.191
C -0.978 1.230 3.367  -0.619
C 0.342 0.097 -0.103  -0.207

Calculated values
orbital gap: 9.365 eV
total charge: 0
total energy: -11012.6707 eV
ΔE to the lowest compared entry with this formula, charge and spin: 29.4 kcal per mole

- What is the orbital gap in the second record?
  9.062 eV